No. 1
The following is a DFT calculation (the ωB97M-V functional and the def2-TZVPD basis) of a structure of composition C17H22Cl4OOs in a non-equilibrium geometry.

Results
- HOMO-LUMO gap (alpha / beta) (eV) = 2.50 / 4.81
- max |F| (eV Å⁻¹) = 4.3
- energy relative to the best compared isomer or geometry (same formula, charge and spin) (kJ/mol) = 22.4
- LUMO energy (alpha / beta) (eV) = 4.791 / 4.679

```
! wB97M-V def2-TZVPD RIJCOSX def2/J DEFGRID3
* xyz -2 5
C -0.9011 0.9858 -2.4815
C -1.7533 -0.1687 -2.5115
C -0.9329 -1.3336 -2.2833
C -3.2263 -0.1711 -2.8045
C 0.4340 -0.8978 -2.1365
C 0.4781 0.5503 -2.3010
C 1.6633 1.3613 -2.4314
C -1.3501 2.3920 -2.6957
C -1.4608 -2.7401 -2.1921
C 1.6193 -1.7867 -1.9391
Os -0.7634 -0.0148 -0.6088
Cl -2.9386 0.0322 0.3667
Cl -0.1888 1.6503 0.9045
Cl -0.1758 -1.6957 0.8981
H -3.6645 0.7962 -2.5465
H -3.7343 -0.9482 -2.2278
H -3.4025 -0.3604 -3.8714
H -2.2836 -2.7998 -1.4668
H -0.6640 -3.4191 -1.8774
H -1.8489 -3.0736 -3.1634
H 1.4048 -2.5157 -1.1539
H 2.4723 -1.1772 -1.6422
H 1.8614 -2.3333 -2.8621
H 2.5905 0.8103 -2.3131
H 1.9067 2.2114 -1.2270
H 1.6390 2.1328 -3.2062
H -2.2062 2.6044 -2.0523
H -1.6547 2.5499 -3.7363
H -0.5331 3.0725 -2.4580
O 2.3380 2.6272 -0.3739
H 2.2169 3.5781 -0.4699
Cl -0.0561 2.5247 4.0525
C 0.3806 0.9025 4.3492
C -0.1536 0.2610 5.4611
C 0.2343 -1.0539 5.7613
C 1.1273 -1.7209 4.9157
C 1.6250 -1.1013 3.7759
C 1.2729 0.2432 3.4415
C 1.7392 0.8955 2.2918
H -0.8520 0.8052 6.0962
H -0.1630 -1.5418 6.6628
H 1.4308 -2.7478 5.1478
H 2.2981 -1.6356 3.1006
H 2.0241 1.9397 2.3264
H 2.1511 0.3105 1.4819
*
```

Löwdin population analysis, charges in e, atoms 1 to 5: atom 1 (C): -0.3967, atom 2 (C): -0.4387, atom 3 (C): -0.3997, atom 4 (C): -0.1085, atom 5 (C): -0.4156

No. 2
The following is a DFT calculation (the ωB97M-V functional and the def2-TZVPD basis) of a structure of composition C17H22ClIrNS in a non-equilibrium geometry.

Results
- HOMO-LUMO gap (alpha / beta) (eV) = 3.87 / 3.68
- max |F| (eV Å⁻¹) = 4.3
- LUMO energy (alpha / beta) (eV) = -7.933 / -11.687

```
! wB97M-V def2-TZVPD RIJCOSX def2/J DEFGRID3
* xyz 2 6
C 1.4939 -0.3068 -5.8879
C 1.9727 -1.7511 -6.1165
C 0.3387 0.0006 -6.8560
C 2.6575 0.6653 -6.1471
Cl 0.8645 -0.0712 -4.1785
H 0.7037 -0.1073 -7.8905
H -0.0141 1.0329 -6.7211
H -0.4892 -0.7084 -6.7098
H 2.2987 -1.8258 -7.1688
H 1.1611 -2.4795 -5.9705
H 2.8356 -2.0119 -5.4859
H 2.9645 0.5492 -7.2002
H 3.5302 0.4378 -5.5169
H 2.3450 1.7092 -5.9987
C -1.3938 -1.4799 0.4615
C -2.3063 -0.9720 -0.5144
C -1.6854 -1.0824 -1.8110
H -3.2951 -0.5487 -0.2991
C -0.4151 -1.7503 -1.6286
C -0.2294 -1.9610 -0.2154
H 0.6458 -2.3888 0.2732
H -1.5418 -1.4858 1.5421
H -2.0851 -0.7385 -2.7595
H 0.2662 -2.0453 -2.4236
C 1.2285 1.3694 0.1903
C 0.0247 1.8088 0.8387
C -0.8503 2.3552 -0.1567
H -0.1768 1.7189 1.9005
C -0.2157 2.2071 -1.4428
C 1.0974 1.6430 -1.2225
H 1.8407 1.4679 -1.9945
H 2.0641 0.8990 0.7023
H -1.8338 2.7845 0.0436
H -0.6221 2.4740 -2.4128
Ir -0.4020 0.1922 -0.6512
S 1.9892 -0.3827 5.0032
C 1.3306 -1.9308 4.5867
C 0.7809 -1.8742 3.3126
N 0.9631 -0.6712 2.6632
C 1.5405 0.2308 3.4230
H 1.3452 -2.7917 5.2353
H 0.2467 -2.6813 2.8326
H 1.7278 1.2668 3.1602
*
```

Löwdin population analysis, charges in e, atoms 1 to 5: atom 1 (C): -0.9013, atom 2 (C): -0.1039, atom 3 (C): -0.1155, atom 4 (C): -0.1085, atom 5 (Cl): 0.6463

No. 3
The following is a DFT calculation (the ωB97M-V functional and the def2-TZVPD basis) of a cluster of 3 separate species, C17H22F17NO4S in total in a non-equilibrium geometry.

Results
- HOMO-LUMO gap (eV) = 9.54
- max |F| (eV Å⁻¹) = 6.0
- SMILES = FC(F)C(F)(F)COC(F)(F)C(F)F.FC(F)C(F)(F)COC(F)(F)C(F)F.C=CCN(CCCC)S(=O)(=O)F
- energy relative to the best compared isomer or geometry (same formula, charge and spin) (kJ/mol) = 214.9
- LUMO energy (eV) = -0.003

```
! wB97M-V def2-TZVPD RIJCOSX def2/J DEFGRID3
* xyz 0 1
F -1.3776 -8.2880 -4.0720
C -1.8719 -7.1152 -4.5050
F -2.6064 -7.4009 -5.6107
C -0.7773 -6.1013 -4.8488
F -0.0147 -6.5481 -5.8736
F -1.3998 -4.9769 -5.3057
C 0.1479 -5.6550 -3.6920
O 1.4288 -6.2966 -3.5898
C 1.5237 -7.5112 -2.8887
F 0.3717 -7.7663 -2.2467
F 2.4503 -7.3173 -1.9264
C 1.9744 -8.6664 -3.7889
F 1.1177 -8.8727 -4.8075
F 2.0306 -9.8223 -3.0842
H -2.5516 -6.7217 -3.7448
H 0.3974 -4.6115 -3.9026
H -0.3721 -5.6263 -2.7335
H 2.9626 -8.4694 -4.2091
F -0.0106 4.1742 6.1734
C 0.6938 4.5525 7.2544
F -0.1055 4.3206 8.3255
C 1.0981 6.0290 7.2109
F 0.0061 6.8267 7.2212
F 1.7697 6.2954 8.3679
C 2.0260 6.4643 6.0520
O 1.4182 7.0871 4.9108
C 0.9144 6.2707 3.8830
F 1.2904 4.9951 4.0884
F 1.5415 6.6646 2.7546
C -0.5996 6.4257 3.7048
F -1.2722 6.1006 4.8251
F -1.0479 5.6024 2.7259
H 1.5695 3.9043 7.3442
H 2.6585 7.2528 6.4683
H 2.7211 5.6751 5.7611
H -0.8572 7.4528 3.4383
C -2.3989 0.4434 -4.5902
C -2.7445 -0.3293 -3.4914
C -2.4042 -0.0275 -1.9881
N -0.9506 0.1831 -1.6977
C -0.8818 0.4034 -0.1946
C 0.4260 1.2489 0.1920
C -0.0097 2.7410 0.5559
C 1.2790 3.5053 1.1299
S -0.0112 -1.2041 -2.0624
O 0.8329 -0.8381 -3.2401
O -0.8025 -2.4447 -2.2717
F 1.0771 -1.5612 -0.8399
H -1.4276 0.9744 -4.7536
H -3.1439 0.4927 -5.4390
H -3.3729 -1.2475 -3.6903
H -2.9720 0.8892 -1.6491
H -2.7432 -0.9207 -1.3671
H -0.9562 -0.5737 0.3644
H -1.7560 1.0323 0.1549
H 1.1968 1.2356 -0.6401
H 0.8737 0.8190 1.1439
H -0.8011 2.7680 1.3568
H -0.3729 3.2050 -0.4041
H 1.1975 4.6199 1.0449
H 2.1592 3.1249 0.5179
H 1.4588 3.1334 2.1785
*
```

Löwdin population analysis, charges in e, atoms 1 to 5: atom 1 (F): 0.0950, atom 2 (C): -0.3037, atom 3 (F): 0.0894, atom 4 (C): -0.4341, atom 5 (F): 0.1282

No. 4
The following is a DFT calculation (the ωB97M-V functional and the def2-TZVPD basis) of the molecule C17H22N2O3 in a non-equilibrium geometry.

Results
- HOMO-LUMO gap (eV) = 8.83
- max |F| (eV Å⁻¹) = 7.0
- SMILES = C[C@@](OCC[N+](C)(C)[O-])(c1ccccc1)c1cccc[n+]1[O-]
- energy relative to the best compared isomer or geometry (same formula, charge and spin) (kJ/mol) = 779.4
- LUMO energy (eV) = 0.619

```
! wB97M-V def2-TZVPD RIJCOSX def2/J DEFGRID3
* xyz 0 1
C -1.0726 1.5372 2.2912
C 0.0021 1.3635 1.2102
O 0.5678 0.0215 1.3155
C -0.3620 -1.0854 1.2085
C 0.0890 -2.1955 0.2745
N 1.2384 -3.0474 0.6287
C 1.2815 -3.5890 2.0038
C 2.4607 -2.3132 0.3582
O 1.1463 -4.0087 -0.1595
C -0.5612 1.4471 -0.2337
C -1.7550 2.1142 -0.4841
C -2.2798 2.1754 -1.8070
C -1.5582 1.5971 -2.8531
C -0.3193 0.9738 -2.5993
C 0.1578 0.8614 -1.3061
C 1.0828 2.4380 1.3446
C 2.4119 2.0795 1.6228
C 3.4177 3.0388 1.6687
C 3.0904 4.3610 1.4208
C 1.7661 4.6817 1.1825
N 0.8212 3.7455 1.2223
O -0.3082 4.1850 1.1189
H -1.9189 0.8795 2.1269
H -0.6446 1.4258 3.3144
H -1.5349 2.5209 2.2537
H -0.5613 -1.5195 2.1847
H -1.2938 -0.7211 0.7759
H -0.7615 -2.8713 0.1569
H 0.2901 -1.8098 -0.7264
H 1.2837 -2.7575 2.7140
H 0.4148 -4.2242 2.2048
H 2.1924 -4.1796 2.0986
H 2.4572 -2.0115 -0.6942
H 2.4717 -1.4049 0.9794
H 3.3219 -2.9073 0.6071
H -2.3621 2.5923 0.2621
H -3.2421 2.6731 -2.0130
H -2.0111 1.5949 -3.8244
H 0.2649 0.6210 -3.4553
H 1.1184 0.3520 -1.1431
H 2.6639 1.0406 1.7815
H 4.4440 2.7548 1.8326
H 3.8800 5.1376 1.4528
H 1.4938 5.7163 0.9661
*
```

Löwdin population analysis, charges in e, atoms 1 to 5: atom 1 (C): -0.0060, atom 2 (C): -0.3620, atom 3 (O): -0.1400, atom 4 (C): -0.1496, atom 5 (C): -0.1019

No. 5
The following is a DFT calculation (the ωB97M-V functional and the def2-TZVPD basis) of the molecule C17H22N2O3S.

Results
- HOMO-LUMO gap (eV) = 9.67
- max |F| (eV Å⁻¹) = 1.0
- SMILES = CCOc1c(C)cc(S(=O)(=O)NCc2cccnc2)c(C)c1C
- energy relative to the best compared isomer or geometry (same formula, charge and spin) (kJ/mol) = 167.4
- LUMO energy (eV) = 0.592

```
! wB97M-V def2-TZVPD RIJCOSX def2/J DEFGRID3
* xyz 0 1
C 4.3244 1.8895 1.5768
C 4.7607 0.5547 0.9815
O 4.3309 0.3696 -0.3597
C 2.9748 0.1549 -0.5212
C 2.1833 1.1953 -1.0199
C 2.7791 2.5108 -1.4181
C 0.8208 0.9753 -1.1455
C 0.2665 -0.2412 -0.8038
S -1.5141 -0.3543 -0.9256
O -1.9329 -1.5060 -1.6722
O -2.0260 0.9243 -1.3367
N -1.9096 -0.6382 0.6975
C -3.2016 -1.2852 0.9002
C -4.3362 -0.3773 0.5157
C -4.8058 -0.3291 -0.7924
C -5.7890 0.5901 -1.1161
C -6.2630 1.4290 -0.1184
N -5.8264 1.3913 1.1287
C -4.8868 0.5137 1.4305
C 1.0453 -1.3041 -0.3694
C 0.4361 -2.6290 -0.0425
C 2.4241 -1.1012 -0.2389
C 3.3128 -2.2385 0.1699
H 4.7121 1.9765 2.5884
H 4.7055 2.7152 0.9823
H 3.2388 1.9507 1.6105
H 5.8513 0.5025 0.9286
H 4.3961 -0.2604 1.6188
H 2.3856 2.8178 -2.3843
H 2.5235 3.2825 -0.6928
H 3.8601 2.4287 -1.4822
H 0.1645 1.7517 -1.5061
H -1.8580 0.2456 1.1862
H -3.2676 -1.5812 1.9511
H -3.1925 -2.1749 0.2681
H -4.3936 -0.9930 -1.5373
H -6.1741 0.6585 -2.1214
H -7.0276 2.1677 -0.3208
H -4.5580 0.5197 2.4637
H 0.9570 -3.4281 -0.5672
H -0.6065 -2.6468 -0.3336
H 0.5116 -2.8260 1.0262
H 3.1463 -2.5129 1.2116
H 3.1009 -3.1144 -0.4403
H 4.3570 -1.9736 0.0299
*
```

Löwdin population analysis, charges in e, atoms 1 to 5: atom 1 (C): -0.0611, atom 2 (C): -0.2349, atom 3 (O): -0.0824, atom 4 (C): -0.1872, atom 5 (C): -0.1840

No. 6
The following is a DFT calculation (the ωB97M-V functional and the def2-TZVPD basis) of the molecule C17H22N2O3S2 in a non-equilibrium geometry.

Results
- HOMO-LUMO gap (eV) = 8.94
- max |F| (eV Å⁻¹) = 1.3
- SMILES = CCN(CC)S(=O)(=O)c1cc(NC(=O)Cc2ccsc2)ccc1C
- energy relative to the best compared isomer or geometry (same formula, charge and spin) (kJ/mol) = 33.0
- LUMO energy (eV) = 0.404

```
! wB97M-V def2-TZVPD RIJCOSX def2/J DEFGRID3
* xyz 0 1
C -0.9537 -2.1617 2.3654
C -2.2612 -2.2914 1.5845
N -2.1808 -1.6770 0.2793
C -1.7231 -2.4589 -0.8485
C -2.7645 -3.4472 -1.3666
S -3.1078 -0.3373 -0.0533
O -3.6733 -0.4604 -1.3681
O -3.9992 -0.1113 1.0502
C -1.9132 1.0087 -0.0971
C -0.5806 0.7373 0.1148
C 0.3594 1.7666 0.0921
N 1.6909 1.4240 0.3335
C 2.8032 2.2061 0.2881
O 2.8130 3.3872 0.0347
C 4.0864 1.4406 0.6333
C 4.0487 -0.0033 0.2534
C 3.5620 -1.0368 1.1031
C 3.5849 -2.2578 0.5126
S 4.1972 -2.1883 -1.0915
C 4.4218 -0.4903 -0.9621
C -0.0698 3.0666 -0.1567
C -1.4125 3.3162 -0.3726
C -2.3635 2.3004 -0.3462
C -3.8134 2.5662 -0.5738
H -0.1286 -2.6110 1.8156
H -0.7266 -1.1150 2.5516
H -1.0484 -2.6709 3.3208
H -3.0628 -1.7789 2.1182
H -2.5304 -3.3478 1.4857
H -1.4807 -1.7474 -1.6404
H -0.8074 -2.9839 -0.5557
H -3.6484 -2.8983 -1.6778
H -2.3646 -3.9921 -2.2178
H -3.0440 -4.1616 -0.5959
H -0.2711 -0.2799 0.2982
H 1.8404 0.4416 0.5302
H 4.9085 1.9550 0.1345
H 4.2328 1.5405 1.7122
H 3.2318 -0.8699 2.1142
H 3.2885 -3.2016 0.9250
H 4.8219 0.0547 -1.7935
H 0.6498 3.8681 -0.1814
H -1.7320 4.3296 -0.5648
H -3.9942 3.6229 -0.7529
H -4.3884 2.2388 0.2909
H -4.1649 1.9861 -1.4255
*
```

Löwdin population analysis, charges in e, atoms 1 to 5: atom 1 (C): -0.0730, atom 2 (C): -0.2458, atom 3 (N): -0.2839, atom 4 (C): -0.2593, atom 5 (C): -0.0706